# 1
{
  "formula": "C5H13NO2",
  "method": "ωB97M-V with the def2-TZVPD basis set",
  "e_homo_ev": -8.48,
  "charge": 0,
  "smiles": "CCNC(CO)CO",
  "relative_energy_kcal_mol": 61.06,
  "symbols": ["C", "C", "N", "C", "C", "O", "C", "O", "H", "H", "H", "H", "H", "H", "H", "H", "H", "H", "H", "H", "H"],
  "coordinates": [[-2.288, 1.390, -0.452], [-1.066, 1.451, 0.503], [0.174, 1.011, -0.183], [0.673, -0.303, 0.185], [2.219, -0.310, 0.198], [2.692, -1.120, 1.309], [0.155, -1.422, -0.807], [-0.378, -2.572, -0.121], [-2.863, 0.475, -0.292], [-1.975, 1.349, -1.497], [-2.973, 2.233, -0.346], [-0.876, 2.501, 0.704], [-1.301, 0.806, 1.333], [0.173, 1.211, -1.169], [0.330, -0.692, 1.131], [2.617, 0.696, 0.293], [2.623, -0.896, -0.624], [2.807, -0.569, 2.091], [-0.630, -1.007, -1.423], [1.013, -1.898, -1.273], [-1.125, -2.335, 0.441]],
  "mulliken_charge": [-1.06, -0.33, -0.41, 0.40, -0.76, -0.53, -0.51, -0.53, 0.27, 0.26, 0.34, 0.42, 0.23, 0.26, 0.25, 0.38, 0.22, 0.29, 0.33, 0.18, 0.29]
}


# 2
{
  "formula": "C5H13NO2",
  "method": "ωB97M-V with the def2-TZVPD basis set",
  "e_homo_ev": -9.46,
  "charge": 0,
  "smiles": "NCCCCC=O.O",
  "relative_energy_kcal_mol": 34.06,
  "symbols": ["N", "C", "C", "C", "C", "C", "O", "H", "H", "H", "H", "H", "H", "H", "H", "H", "H", "H", "O", "H", "H"],
  "coordinates": [[1.356, -0.372, 2.604], [1.105, -1.329, 1.514], [1.331, -0.773, 0.124], [0.354, 0.308, -0.354], [-1.114, -0.070, -0.210], [-1.589, -1.130, -1.163], [-2.762, -1.405, -1.296], [2.209, 0.117, 2.350], [0.632, 0.349, 2.594], [0.106, -1.741, 1.613], [1.799, -2.146, 1.704], [1.280, -1.581, -0.607], [2.357, -0.418, -0.003], [0.579, 0.431, -1.416], [0.551, 1.281, 0.103], [-1.367, -0.372, 0.803], [-1.723, 0.804, -0.413], [-0.853, -1.658, -1.811], [-1.267, 2.935, -1.822], [-0.882, 3.797, -2.012], [-2.101, 2.971, -2.303]],
  "mulliken_charge": [-0.62, -0.76, -0.55, -0.59, -0.57, 0.02, -0.49, 0.26, 0.28, 0.35, 0.33, 0.29, 0.34, 0.34, 0.36, 0.31, 0.36, 0.33, -0.58, 0.29, 0.30]
}


# 3
{
  "formula": "C5H13NO2",
  "method": "ωB97M-V with the def2-TZVPD basis set",
  "e_homo_ev": -9.34,
  "charge": 0,
  "smiles": "CCC(=O)O.CCN",
  "relative_energy_kcal_mol": 59.28,
  "symbols": ["C", "C", "C", "O", "O", "H", "H", "H", "H", "H", "H", "C", "C", "N", "H", "H", "H", "H", "H", "H", "H"],
  "coordinates": [[-2.581, 0.970, -0.498], [-1.401, 0.228, -1.426], [-0.847, 1.400, -2.270], [-1.559, 2.231, -2.809], [0.501, 1.231, -2.643], [-3.488, 0.322, -0.579], [-2.741, 1.997, -0.721], [-2.223, 0.951, 0.550], [-0.774, -0.266, -0.696], [-1.721, -0.736, -2.010], [0.805, 0.332, -2.475], [2.188, 0.054, 2.016], [1.052, -1.072, 1.856], [1.439, -2.029, 0.706], [1.843, 0.801, 1.275], [3.188, -0.314, 1.718], [2.415, 0.336, 3.047], [1.040, -1.696, 2.798], [-0.039, -0.801, 1.821], [2.254, -1.760, 0.211], [0.649, -2.180, 0.129]],
  "mulliken_charge": [-1.01, 0.06, 0.61, -0.51, -0.50, 0.25, 0.37, 0.29, -0.27, 0.36, 0.33, -1.01, -0.08, -0.60, 0.24, 0.29, 0.33, 0.24, 0.16, 0.21, 0.24]
}


# 4
{
  "formula": "C5H13NO2",
  "method": "ωB97M-V with the def2-TZVPD basis set",
  "e_homo_ev": -8.00,
  "charge": 0,
  "smiles": "C/C=C/C=C/N.O.O",
  "relative_energy_kcal_mol": 57.83,
  "symbols": ["C", "C", "C", "C", "C", "N", "H", "H", "H", "H", "H", "H", "H", "H", "H", "O", "H", "H", "O", "H", "H"],
  "coordinates": [[-1.285, 2.652, -1.477], [-1.288, 1.775, -0.258], [-0.883, 0.531, -0.117], [-0.643, -0.164, 1.168], [0.561, -0.190, 1.740], [0.922, -0.897, 2.859], [-1.978, 2.342, -2.243], [-1.647, 3.639, -1.217], [-0.322, 2.590, -1.984], [-1.455, 2.339, 0.657], [-0.740, -0.038, -1.038], [-1.513, -0.571, 1.679], [1.389, 0.296, 1.259], [1.691, -0.608, 3.444], [0.284, -1.465, 3.389], [0.106, -3.098, -1.797], [-0.808, -2.845, -1.949], [0.183, -3.762, -1.113], [1.980, 0.281, -1.324], [1.022, 0.294, -1.149], [1.962, -0.408, -2.008]],
  "mulliken_charge": [-1.16, 0.28, -0.89, -0.67, 0.05, -0.45, 0.31, 0.33, 0.28, 0.34, 0.60, 0.28, 0.31, 0.20, 0.19, -0.62, 0.31, 0.31, -0.65, 0.34, 0.31]
}


# 5
{
  "formula": "C5H13NO2",
  "method": "ωB97M-V with the def2-TZVPD basis set",
  "e_homo_ev": -8.75,
  "charge": 0,
  "smiles": "C=C(C)O.NCCO",
  "relative_energy_kcal_mol": 46.67,
  "symbols": ["C", "C", "C", "O", "H", "H", "H", "H", "H", "H", "N", "C", "C", "O", "H", "H", "H", "H", "H", "H", "H"],
  "coordinates": [[1.026, 3.041, -1.147], [0.514, 1.897, -1.576], [-0.861, 1.688, -2.119], [1.328, 0.789, -1.618], [0.461, 3.957, -1.141], [2.048, 3.043, -0.791], [-1.464, 2.576, -1.961], [-0.813, 1.493, -3.194], [-1.335, 0.840, -1.626], [0.778, 0.014, -1.776], [1.045, -2.120, 2.623], [-0.236, -1.577, 2.161], [-0.410, -1.913, 0.694], [-1.589, -1.244, 0.225], [1.006, -2.315, 3.615], [1.776, -1.430, 2.504], [-0.316, -0.492, 2.265], [-1.044, -2.022, 2.744], [-0.508, -2.991, 0.570], [0.462, -1.556, 0.138], [-1.868, -1.678, -0.591]],
  "mulliken_charge": [-0.91, 0.86, -1.09, -0.55, 0.27, 0.27, 0.31, 0.31, 0.23, 0.29, -0.60, -0.50, -0.17, -0.54, 0.23, 0.22, 0.27, 0.34, 0.31, 0.13, 0.31]
}


# 6
{
  "formula": "C5H13NO2",
  "method": "ωB97M-V with the def2-TZVPD basis set",
  "e_homo_ev": -8.82,
  "charge": 0,
  "smiles": "C[C@@H](O)CCNCO",
  "relative_energy_kcal_mol": 73.28,
  "symbols": ["C", "C", "O", "C", "C", "N", "C", "O", "H", "H", "H", "H", "H", "H", "H", "H", "H", "H", "H", "H", "H"],
  "coordinates": [[1.209, 0.504, 2.346], [1.296, 0.960, 0.844], [2.698, 1.013, 0.644], [0.519, 0.133, -0.090], [-1.010, 0.212, -0.058], [-1.635, -0.924, -0.649], [-1.139, -1.201, -1.995], [-2.205, -1.650, -2.798], [1.138, -0.521, 2.590], [0.554, 0.930, 3.093], [2.029, 1.039, 2.903], [0.935, 1.999, 0.827], [2.981, 1.669, 0.032], [0.744, 0.428, -1.166], [0.700, -0.908, 0.132], [-1.311, 1.209, -0.669], [-1.433, 0.392, 0.907], [-1.998, -1.627, -0.145], [-0.690, -0.294, -2.398], [-0.263, -1.960, -1.951], [-3.119, -1.404, -2.397]],
  "mulliken_charge": [-1.43, 0.32, -0.56, -0.38, -0.73, -0.23, -0.11, -0.57, 0.36, 0.41, 0.35, 0.24, 0.31, 0.18, 0.27, 0.21, 0.46, 0.15, 0.19, 0.24, 0.31]
}


# 7
{
  "formula": "C5H13NO2",
  "method": "ωB97M-V with the def2-TZVPD basis set",
  "e_homo_ev": -9.47,
  "charge": 0,
  "smiles": "CCN(C)CC=O.O",
  "relative_energy_kcal_mol": 45.46,
  "symbols": ["C", "C", "N", "C", "C", "C", "O", "H", "H", "H", "H", "H", "H", "H", "H", "H", "H", "H", "O", "H", "H"],
  "coordinates": [[-0.549, 2.117, 2.141], [-0.540, 1.527, 0.720], [-0.063, 0.135, 0.695], [1.399, 0.080, 0.813], [-0.418, -0.491, -0.548], [-0.503, -2.001, -0.388], [-0.704, -2.758, -1.297], [-1.158, 3.015, 2.132], [-1.022, 1.401, 2.795], [0.458, 2.207, 2.444], [-1.569, 1.480, 0.354], [0.019, 2.216, 0.069], [1.758, 0.623, 1.684], [1.694, -0.973, 0.868], [1.933, 0.431, -0.087], [0.279, -0.258, -1.371], [-1.354, -0.112, -0.963], [-0.420, -2.219, 0.701], [0.422, -1.983, -3.929], [0.647, -2.783, -3.443], [-0.310, -1.653, -3.391]],
  "mulliken_charge": [-1.29, -0.40, 0.07, -1.05, -0.61, -0.03, -0.51, 0.40, 0.34, 0.33, 0.39, 0.31, 0.33, 0.30, 0.38, 0.33, 0.38, 0.33, -0.64, 0.33, 0.32]
}


# 8
{
  "formula": "C5H13NO2",
  "method": "ωB97M-V with the def2-TZVPD basis set",
  "e_homo_ev": -10.01,
  "charge": 0,
  "smiles": "[H]/N=C(\\C)CCCO.O",
  "relative_energy_kcal_mol": 29.42,
  "symbols": ["H", "N", "C", "C", "C", "C", "C", "O", "H", "H", "H", "H", "H", "H", "H", "H", "H", "H", "O", "H", "H"],
  "coordinates": [[-2.676, -1.729, 0.291], [-1.737, -1.513, 0.621], [-0.975, -0.991, -0.250], [-1.417, -0.515, -1.601], [0.454, -0.741, 0.132], [0.938, 0.682, -0.166], [2.323, 0.939, 0.433], [3.327, 0.093, -0.084], [-2.339, -1.009, -1.906], [-1.602, 0.553, -1.544], [-0.648, -0.685, -2.353], [0.568, -0.969, 1.193], [1.059, -1.459, -0.437], [0.234, 1.391, 0.271], [0.985, 0.848, -1.243], [2.644, 1.955, 0.195], [2.271, 0.843, 1.528], [3.126, -0.814, 0.171], [-1.919, 1.242, 1.396], [-2.657, 1.641, 1.885], [-1.959, 0.237, 1.467]],
  "mulliken_charge": [0.22, -0.84, 0.65, -1.39, -0.55, -0.14, -0.76, -0.52, 0.44, 0.28, 0.34, 0.31, 0.43, 0.26, 0.24, 0.35, 0.34, 0.32, -0.64, 0.29, 0.37]
}


# 9
{
  "formula": "C5H13NO2",
  "method": "ωB97M-V with the def2-TZVPD basis set",
  "e_homo_ev": -9.68,
  "charge": 0,
  "smiles": "CC(C)[C@H](N)C=O.O",
  "relative_energy_kcal_mol": 34.27,
  "symbols": ["C", "C", "C", "C", "N", "C", "O", "H", "H", "H", "H", "H", "H", "H", "H", "H", "H", "H", "O", "H", "H"],
  "coordinates": [[-0.535, 1.246, -1.374], [-0.076, 0.296, -0.250], [-1.059, 0.366, 0.920], [0.156, -1.138, -0.736], [-1.096, -1.890, -0.859], [1.210, -1.827, 0.118], [2.250, -1.306, 0.428], [-1.538, 1.616, -1.187], [0.116, 2.101, -1.551], [-0.640, 0.715, -2.315], [0.898, 0.643, 0.096], [-1.969, -0.185, 0.679], [-1.323, 1.384, 1.197], [-0.695, -0.106, 1.838], [0.577, -1.067, -1.741], [-1.033, -2.579, -1.601], [-1.256, -2.472, -0.041], [0.989, -2.864, 0.442], [1.401, 2.555, 2.139], [2.282, 2.875, 1.936], [1.341, 1.638, 1.862]],
  "mulliken_charge": [-1.40, 0.97, -1.82, -0.16, -0.65, -0.20, -0.48, 0.35, 0.31, 0.35, 0.07, 0.54, 0.44, 0.39, 0.50, 0.27, 0.25, 0.27, -0.64, 0.31, 0.34]
}


# 10
{
  "formula": "C5H13NO2",
  "method": "ωB97M-V with the def2-TZVPD basis set",
  "e_homo_ev": -9.26,
  "charge": 0,
  "smiles": "CCN(C=O)CC.O",
  "relative_energy_kcal_mol": 69.06,
  "symbols": ["C", "C", "N", "C", "O", "C", "C", "H", "H", "H", "H", "H", "H", "H", "H", "H", "H", "H", "O", "H", "H"],
  "coordinates": [[-0.091, -1.713, -1.401], [-1.003, -0.710, -0.732], [-0.377, 0.375, -0.032], [0.389, 0.389, 1.076], [0.806, 1.442, 1.505], [-0.690, 1.650, -0.773], [0.544, 2.149, -1.671], [0.134, -1.460, -2.422], [0.917, -1.925, -1.049], [-0.577, -2.691, -1.421], [-1.818, -1.204, -0.074], [-1.831, -0.452, -1.450], [0.622, -0.604, 1.625], [-1.055, 2.404, -0.154], [-1.355, 1.481, -1.680], [0.331, 2.159, -2.654], [1.526, 1.644, -1.572], [0.977, 3.074, -1.327], [0.472, -2.689, 2.182], [-0.082, -3.515, 2.035], [-0.268, -2.150, 1.871]],
  "mulliken_charge": [-1.20, -0.61, 0.21, 0.16, -0.57, -0.59, -1.25, 0.36, 0.33, 0.36, 0.41, 0.31, 0.23, 0.58, 0.23, 0.44, 0.34, 0.35, -0.63, 0.33, 0.24]
}


Number 1: energy -403.47931 Eh, largest force on an atom 2.7 eV/Å, Kohn-Sham gap 9.4 eV. Number 2: energy -403.52233 Eh, largest force on an atom 0.9 eV/Å, Kohn-Sham gap 10.0 eV. Number 3: energy -403.48215 Eh, largest force on an atom 3.4 eV/Å, Kohn-Sham gap 9.8 eV. Number 4: energy -403.48445 Eh, largest force on an atom 1.5 eV/Å, Kohn-Sham gap 8.8 eV. Number 5: energy -403.50223 Eh, largest force on an atom 0.5 eV/Å, Kohn-Sham gap 9.4 eV. Number 6: energy -403.45984 Eh, largest force on an atom 5.4 eV/Å, Kohn-Sham gap 9.6 eV. Number 7: energy -403.50417 Eh, largest force on an atom 2.0 eV/Å, Kohn-Sham gap 10.3 eV. Number 8: energy -403.52973 Eh, largest force on an atom 1.7 eV/Å, Kohn-Sham gap 10.8 eV. Number 9: energy -403.52200 Eh, largest force on an atom 0.9 eV/Å, Kohn-Sham gap 10.4 eV. Number 10: energy -403.46656 Eh, largest force on an atom 4.9 eV/Å, Kohn-Sham gap 9.8 eV.